No. 1
ORCA calculation (the ωB97M-V functional and the def2-TZVPD basis) on 3 unconnected molecules or ions with the total composition C14H17BNO8.

```
41
Properties=species:S:1:pos:R:3:nbo_charge:R:1
B 3.39163 -0.03376 -2.79529 -0.359
C 2.32804 -1.10669 -3.47759 -0.636
C 0.97538 -1.19153 -2.77861 -0.197
N 0.16540 -0.01385 -3.11449 -0.851
H 2.85191 0.46303 -1.78233 -0.120
H 3.68409 0.88255 -3.56542 -0.068
H 4.43009 -0.60253 -2.44415 -0.074
H 2.75505 -2.11850 -3.52856 0.182
H 2.12577 -0.84194 -4.53025 0.170
H 0.43737 -2.13265 -3.00042 0.125
H 1.14538 -1.17291 -1.69332 0.165
H 0.04362 0.05459 -4.11630 0.340
H -0.73579 -0.02348 -2.66300 0.343
C 3.85906 0.88995 2.62713 -0.377
C 3.23085 0.55075 3.75566 0.302
C 1.71705 0.47639 3.85326 0.478
O 1.27627 0.18401 4.95945 -0.588
C 0.92042 0.73012 2.68608 -0.430
C 1.54973 1.02414 1.53071 0.367
C 3.05754 1.22550 1.45899 0.457
O 3.49371 1.68354 0.42968 -0.460
O 0.90546 1.23028 0.39344 -0.669
O 3.83274 0.25960 4.90866 -0.649
H 4.93382 0.96946 2.54629 0.240
H -0.15391 0.64622 2.75134 0.258
H 1.54820 1.25449 -0.36173 0.556
H 3.09007 0.06897 5.52059 0.502
C -3.68396 -0.87920 -1.08240 -0.422
C -2.74016 -0.33223 -0.28768 0.369
C -3.08130 0.34182 1.03941 0.477
O -2.14382 0.77470 1.68047 -0.541
C -4.46260 0.40896 1.45856 -0.395
C -5.39228 -0.13276 0.65976 0.326
C -5.05045 -0.81317 -0.66423 0.474
O -6.01285 -1.26210 -1.27333 -0.573
O -6.69147 -0.14806 0.91329 -0.634
O -1.46899 -0.34564 -0.59974 -0.619
H -3.43510 -1.35875 -2.01856 0.249
H -4.69762 0.88722 2.39850 0.239
H -7.07978 -0.61544 0.13967 0.507
H -0.91859 0.11890 0.06646 0.536
```

Charge: -1

***

No. 2
ORCA calculation (the ωB97M-V functional and the def2-TZVPD basis) on a single C3H8N2O molecule.

```
14
Properties=species:S:1:pos:R:3:nbo_charge:R:1
C -0.98087 -1.14006 1.20498 -0.608
C 0.29980 -1.01258 0.38780 -0.539
C 0.56500 0.26211 -0.22355 0.429
N 1.30572 1.31045 0.17839 -0.783
N -0.03669 0.18763 -1.40448 -0.352
O -0.47511 1.48649 -1.96814 -0.615
H -1.81625 -0.62411 0.72277 0.205
H -1.26287 -2.18922 1.31598 0.209
H -0.88469 -0.72166 2.21645 0.184
H 1.15909 -1.52035 0.82670 0.202
H 1.50659 1.42235 1.15576 0.403
H 1.34354 2.13025 -0.40990 0.406
H -0.37256 -0.94045 -1.08738 0.390
H -0.35072 1.34916 -2.91538 0.470
```

Relative energy (zero: lowest compared OMol25 entry of this formula, charge and spin), kcal per mole: 114.0

***

No. 3
ORCA calculation (the ωB97M-V functional and the def2-TZVPD basis) on a single C4H5N3 molecule at a distorted geometry.

```
12
Properties=species:S:1:pos:R:3:nbo_charge:R:1
C -1.57611 0.10538 0.27992 -0.422
N -0.37258 -0.44976 -0.39613 -0.509
C 0.99342 -0.03867 0.08983 -0.402
C 2.00817 -0.73093 -0.58949 0.222
N 2.83084 -1.32724 -1.16353 -0.351
C 1.12027 1.21882 0.65786 0.235
N 1.17583 2.27148 1.15243 -0.365
H -1.66872 -0.40270 1.23770 0.227
H -2.46510 -0.09298 -0.32569 0.223
H -1.46436 1.17906 0.44254 0.246
H -0.46794 -0.39266 -1.42560 0.421
H -0.11371 -1.33979 0.04015 0.476
```

Relative energy (zero: lowest compared OMol25 entry of this formula, charge and spin), kcal per mole: 82.3

***

No. 4
ORCA calculation (the ωB97M-V functional and the def2-TZVPD basis) on a molecular structure, C27H21AuF12NO3Sb.

```
66
Properties=species:S:1:pos:R:3:nbo_charge:R:1
Au 1.65076 0.41749 1.02771 0.530
F 4.47445 -3.11344 -4.69399 -0.320
C 3.62414 -2.37302 -3.96015 0.415
C 2.30461 -2.28730 -4.36507 -0.287
C 1.43300 -1.52626 -3.60291 -0.205
C 1.87446 -0.85859 -2.45986 -0.412
C 3.20858 -0.97686 -2.08169 -0.191
C 4.09725 -1.73652 -2.83155 -0.281
Sb 0.53904 0.24759 -1.24455 1.268
C -0.04880 1.79955 -2.54653 -0.321
C 0.44650 1.83695 -3.84821 -0.228
C 0.07709 2.85355 -4.71657 -0.288
C -0.78516 3.82796 -4.25567 0.416
F -1.14894 4.81647 -5.09247 -0.320
C -1.28141 3.83007 -2.96733 -0.287
C -0.90473 2.80893 -2.10749 -0.209
C -1.06822 -1.13017 -1.41221 -0.408
C -0.95031 -2.36617 -0.78231 -0.213
C -1.97515 -3.30383 -0.85182 -0.313
C -3.10684 -2.98078 -1.57755 0.390
F -4.10314 -3.88462 -1.65415 -0.322
C -3.25223 -1.77003 -2.22661 -0.296
C -2.22451 -0.83999 -2.12854 -0.131
H 1.97907 -2.81326 -5.25214 0.234
H 0.39217 -1.46973 -3.90327 0.219
H 3.56661 -0.47891 -1.18682 0.237
H 5.13617 -1.83964 -2.55027 0.238
H 1.13722 1.08171 -4.20036 0.227
H 0.45225 2.90118 -5.72956 0.235
H -1.94481 4.62196 -2.64781 0.236
H -1.28647 2.79316 -1.09616 0.262
H -0.04664 -2.61600 -0.23529 0.230
H -1.89335 -4.27930 -0.38955 0.234
H -4.15456 -1.56667 -2.78756 0.237
H -2.33529 0.12165 -2.61453 0.224
F 5.59461 0.23985 3.66040 -0.318
C 4.48684 0.58340 4.33149 0.962
F 4.01215 -0.52050 4.90726 -0.307
F 4.85264 1.42585 5.31155 -0.321
C 3.43250 1.20561 3.36272 0.022
O 2.90828 0.19400 2.64173 -0.857
C 2.33931 1.93571 4.21129 0.953
F 2.76105 3.10074 4.72643 -0.320
F 1.93637 1.16482 5.23069 -0.318
F 1.25936 2.19687 3.46648 -0.314
C 4.15191 2.25894 2.45738 0.953
F 3.25204 3.06265 1.86196 -0.324
F 5.00465 3.04413 3.12760 -0.316
F 4.83783 1.65375 1.48452 -0.312
O -2.02241 1.34810 0.49089 -0.719
C -1.92343 0.43378 1.31212 0.766
O -0.96752 0.14471 2.07890 -0.752
C -3.13712 -0.52228 1.46260 -0.164
N -2.60400 -1.66696 2.28509 -0.557
C -3.47686 -1.85620 3.47606 -0.218
C -3.98869 -0.44634 3.72825 -0.422
C -4.26267 0.07804 2.31552 -0.413
H -3.47057 -0.87436 0.49147 0.235
H -1.65407 -1.21112 2.52987 0.475
H -2.45338 -2.50461 1.72977 0.429
H -2.90062 -2.28828 4.29086 0.226
H -4.28761 -2.53290 3.20573 0.204
H -3.21111 0.14709 4.21150 0.230
H -4.87005 -0.44167 4.36569 0.234
H -4.24658 1.16427 2.25671 0.251
H -5.23567 -0.26422 1.96035 0.212
```

Relative energy (zero: lowest compared OMol25 entry of this formula, charge and spin), kcal per mole: 0.0

***

No. 5
ORCA calculation (the ωB97M-V functional and the def2-TZVPD basis) on a molecular structure, C29H38NNiO3P2Si at a distorted geometry.

```
75
Properties=species:S:1:pos:R:3:lowdin_charge:R:1
Ni -0.22395 -0.38450 1.08652 0.440
P 0.18109 -2.31092 0.20902 0.885
C -1.47841 -3.07782 0.19929 -0.226
C -2.37544 -2.20633 1.02984 -0.271
N -1.93482 -0.96493 1.39056 -0.035
C -2.81271 0.02216 1.73107 -0.290
C -4.12276 -0.31498 2.01941 0.001
C -4.51151 -1.65501 1.91428 -0.005
C -3.64695 -2.60394 1.38472 0.006
C -2.32616 1.46869 1.63332 -0.284
P -1.32002 1.74173 0.10415 0.911
H -4.00082 -3.59690 1.15363 0.130
H -4.79195 0.48266 2.34516 0.127
H -5.51368 -1.91155 2.21650 0.120
H -3.18613 2.16857 1.67201 0.100
H -1.65304 1.68269 2.49047 0.106
H -1.83478 -3.14891 -0.80121 0.072
H -1.38850 -4.11537 0.53442 0.108
H -2.65909 -1.37314 -2.47338 -0.016
O -3.31963 -2.02659 -2.63577 -0.032
H -2.81071 -2.63407 -3.17260 0.042
H -0.80917 0.98202 -2.12783 -0.062
O -0.63502 0.23980 -2.68434 -0.061
H -0.88953 0.52760 -3.57152 0.073
C -2.68879 2.43989 -1.02284 -0.227
H -3.47064 2.96093 -0.45131 0.049
H -2.30345 3.15147 -1.76118 0.050
H -3.18346 1.63692 -1.57181 0.034
C -0.41535 3.30182 0.45806 -0.257
H -0.03897 3.76499 -0.46679 0.051
H -0.98884 4.06979 1.00118 0.065
H 0.48401 3.05447 1.03309 0.033
C 1.24255 -3.45156 1.13425 -0.205
H 1.10061 -4.45974 0.71803 0.061
H 2.30513 -3.17975 1.10947 0.043
H 0.91722 -3.46046 2.18027 0.057
C 0.85389 -2.25916 -1.47477 -0.206
H 1.91707 -1.93002 -1.49388 0.049
H 0.70973 -3.22820 -1.99420 0.066
H 0.28942 -1.48863 -2.03363 0.014
O 1.59985 -0.04162 0.86353 -0.402
Si 3.06689 0.58790 0.87664 0.404
C 4.33193 -0.73476 1.11057 -0.243
C 5.14288 -0.75594 2.25035 -0.075
C 6.08385 -1.77786 2.43830 -0.073
C 6.21064 -2.79714 1.48496 -0.081
C 5.39200 -2.79004 0.34408 -0.082
C 4.46118 -1.75824 0.16112 -0.120
C 3.47388 1.41390 -0.74978 -0.231
C 2.47938 2.11718 -1.43839 -0.097
C 2.78510 2.78270 -2.63150 -0.084
C 4.07315 2.69361 -3.17257 -0.083
C 5.05983 1.96639 -2.50272 -0.073
C 4.76724 1.34272 -1.28325 -0.078
C 3.10241 1.79065 2.27490 -0.255
C 3.57220 3.09642 2.11307 -0.082
C 3.59419 3.98113 3.20358 -0.077
C 3.14892 3.55391 4.46193 -0.085
C 2.66561 2.24755 4.62556 -0.084
C 2.63525 1.37705 3.52833 -0.112
H 5.04840 0.03674 2.99476 0.099
H 6.71927 -1.77996 3.33153 0.108
H 6.94248 -3.59649 1.62734 0.105
H 5.48471 -3.58379 -0.40632 0.106
H 3.84651 -1.74915 -0.74365 0.088
H 1.46336 2.16279 -1.03026 0.057
H 2.01698 3.37908 -3.12373 0.098
H 4.30638 3.19858 -4.10942 0.105
H 6.06283 1.88344 -2.91765 0.106
H 5.54774 0.79856 -0.74467 0.107
H 3.92168 3.42718 1.13434 0.102
H 3.97013 5.00054 3.06877 0.106
H 3.19843 4.23123 5.32028 0.105
H 2.32453 1.90444 5.60488 0.103
H 2.24516 0.36762 3.66380 0.100
```

Charge: +1
Multiplicity: 3
Relative energy (zero: lowest compared OMol25 entry of this formula, charge and spin), kcal per mole: 0.0

***

No. 6
ORCA calculation (the ωB97M-V functional and the def2-TZVPD basis) on 3 unconnected molecules or ions with the total composition C3H8N2O2 at a distorted geometry.

```
15
Properties=species:S:1:pos:R:3:nbo_charge:R:1
N 4.56884 0.85336 0.47537 -0.774
C 4.72387 -0.22089 -0.01171 0.849
O 5.03588 -1.26510 -0.40256 -0.532
H 3.80540 1.50141 0.48853 0.448
C 0.59175 -0.37158 0.39915 -0.760
C 1.17117 0.56900 -0.58999 0.471
O 1.96907 1.44197 -0.35808 -0.568
H -0.49482 -0.24311 0.38420 0.290
H 0.79624 -1.39617 0.09137 0.234
H 0.99305 -0.19243 1.39334 0.224
H 0.79447 0.41720 -1.61959 0.098
N -2.47586 -0.04660 -0.40269 -1.077
H -3.10397 -0.79514 -0.13560 0.367
H -2.92984 0.83424 -0.19307 0.367
H -2.36147 -0.09044 -1.40904 0.362
```

Relative energy (zero: lowest compared OMol25 entry of this formula, charge and spin), kcal per mole: 29.7

***

no.,electronic energy (eV)
1,-33339.4703
2,-8264.3846
3,-8696.2448
4,-78813.2221
5,-105817.4038
6,-10315.6638